Computed, not measured: a molecular structure, C21H51N7SSi4TeTi at a distorted geometry, with the ωB97M-V functional and the def2-TZVPD basis.

## Properties
net charge	+1
frontier orbital gap (alpha / beta)	5.17 / 5.88	eV
total energy	-3887.2658	Ha
spin multiplicity	2
LUMO energy (alpha / beta)	-3.29 / -3.32	eV

Positions of all 86 atoms, in Å:
C1 7.321 2.157 -2.671
H1 4.528 5.721 -4.735
N1 0.307 -0.134 1.990
H2 0.215 -3.708 -4.568
H3 3.908 -1.909 -5.408
H4 1.059 3.713 -3.409
C2 3.552 4.906 -1.809
C3 5.364 0.907 -5.982
C4 1.200 1.014 2.128
H5 3.272 5.956 -2.032
C5 -1.827 -0.469 2.346
H6 5.786 4.566 -4.146
C6 0.606 2.270 1.463
H7 -2.559 0.446 3.978
C7 -1.661 1.566 -1.337
H8 -1.830 -2.527 2.252
N2 0.300 1.982 0.067
H9 -0.286 2.561 2.031
H10 3.109 -1.584 -3.817
H11 1.104 2.210 -0.562
H12 8.228 1.981 -2.057
H13 1.314 3.104 1.528
Si1 3.920 0.497 -4.875
S1 -1.689 0.911 1.437
H14 7.450 1.668 -3.656
H15 1.732 3.632 -5.086
H16 0.785 -1.019 2.275
Si2 3.939 1.734 -2.983
H17 -1.052 1.394 -2.232
Si3 5.839 1.439 -1.794
H18 0.625 0.275 -3.013
H19 4.720 4.117 -5.540
H20 2.299 1.816 -6.191
H21 -1.629 2.817 0.408
H22 5.330 1.976 -6.267
Ti1 0.000 0.000 0.000
C8 -0.344 -2.446 -1.486
C9 -0.811 -2.704 -0.098
H23 4.912 -1.583 -3.955
N3 -1.423 -1.682 1.879
H24 -0.738 3.500 -0.952
H25 5.275 -0.824 -0.978
H26 0.825 -1.314 -4.935
H27 1.389 1.208 3.189
C10 5.689 2.236 -0.112
H28 -2.551 0.382 0.134
H29 -0.562 -4.434 -2.331
H30 -0.947 -4.243 1.398
H31 -2.620 1.980 -1.666
N4 -2.367 -0.470 3.590
H32 7.048 -0.481 -0.838
C11 3.970 -1.325 -4.467
C12 -1.178 -4.098 0.339
C13 4.767 4.650 -4.572
Te1 2.075 0.903 -1.568
H33 6.351 -0.888 -2.442
C14 0.489 -1.660 -3.963
H34 1.195 -1.292 0.046
H35 6.612 2.034 0.469
C15 -0.280 -3.402 -2.490
H36 1.612 5.217 -4.250
Si4 3.522 3.918 -3.391
C16 6.153 -0.373 -1.484
H37 -0.617 -4.858 -0.209
H38 -2.249 -4.252 0.180
H39 1.469 0.550 -5.185
H40 4.572 4.900 -1.384
N5 -0.920 -1.639 0.631
H41 7.181 3.246 -2.808
C17 2.342 0.772 -5.832
H42 6.312 0.690 -5.453
C18 1.811 4.135 -4.107
H43 2.161 0.773 1.660
H44 -2.052 -1.166 4.251
H45 5.568 3.328 -0.208
C19 -0.945 2.568 -0.413
N6 -1.884 0.288 -0.666
H46 2.830 4.476 -1.085
C20 0.380 -0.778 -2.901
H47 2.330 0.098 -6.713
H48 -2.198 -0.444 -1.342
N7 -0.032 -1.141 -1.671
H49 5.309 0.285 -6.899
H50 4.817 1.810 0.425
C21 0.150 -2.993 -3.752
H51 -0.586 0.006 2.515

Cartesian forces, eV/Å:
C 0.214 0.183 -0.253
H 0.190 -0.543 0.028
N 6.571 -1.061 1.540
H -0.016 0.071 0.164
H 0.008 0.188 0.474
H 0.260 0.208 -0.441
C 0.056 0.231 0.337
C 0.273 0.088 -0.203
C 1.015 0.736 0.716
H 0.105 -0.495 0.202
C -3.595 -1.196 0.904
H -0.404 0.103 -0.398
C 0.999 0.751 1.210
H 0.074 -0.356 -0.003
C -0.668 0.993 -0.814
H -0.101 -0.152 -0.230
N -1.593 2.443 1.723
H 0.545 0.252 -0.418
H 0.580 -0.029 -0.265
H -0.585 1.071 0.717
H -0.414 0.137 -0.379
H 0.167 -0.205 0.043
Si 0.085 -0.653 -0.693
S -3.890 2.936 4.807
H 0.094 0.381 0.415
H -0.168 0.211 0.379
H -0.203 1.227 -0.190
Si -0.151 -0.459 0.049
H -0.096 0.007 0.149
Si 0.831 -0.281 0.823
H -0.858 -0.723 -0.709
H 0.194 0.367 0.369
H -0.215 -0.476 0.108
H 0.455 0.389 -0.271
H 0.218 -0.515 0.044
Ti 2.632 -0.497 -0.552
C -0.680 0.099 1.569
C -0.148 -1.253 -1.463
H -0.451 -0.061 -0.148
N -0.835 -1.123 -0.935
H -0.139 -0.141 -0.121
H 0.503 0.049 -0.305
H -0.120 -0.064 0.211
H 0.080 0.212 -0.077
C -0.078 0.214 0.385
H -0.729 -0.224 -1.926
H 0.040 0.116 0.154
H -0.054 -0.061 -0.043
H 0.163 0.175 -0.061
N -1.036 0.020 1.434
H -0.465 -0.027 -0.289
C -0.020 -0.393 0.106
C 0.000 0.523 0.173
C 0.286 0.013 -0.231
Te 4.386 0.530 -0.174
H -0.102 0.011 0.498
C -0.287 -0.505 0.209
H -0.125 0.928 0.476
H -0.480 0.110 -0.212
C 0.201 0.179 -0.605
H -0.001 -0.543 0.062
Si -0.493 1.036 -0.014
C 0.047 -0.398 0.009
H -0.125 0.199 0.012
H 0.015 -0.202 0.084
H 0.356 0.382 -0.518
H -0.516 0.076 0.022
N -1.212 -3.284 0.652
H 0.260 -0.484 -0.052
C -0.366 0.124 -0.250
H -0.354 0.181 -0.409
C -0.390 0.072 -0.183
H -0.100 0.051 0.039
H 0.000 0.095 0.118
H -0.003 -0.417 0.227
C -0.615 0.805 -0.854
N -2.206 -2.152 -5.475
H 0.462 0.306 -0.215
C -1.011 -0.503 -1.077
H -0.110 0.323 0.399
H 0.204 0.885 0.148
N 0.005 -1.870 -2.273
H 0.135 0.365 0.413
H 0.453 0.320 -0.180
C 0.034 -0.061 0.138
H 3.013 0.033 1.174

***

Computed, not measured: 7 unconnected molecules or ions with the total composition C21H51NO6 at a distorted geometry, with the ωB97M-V functional and the def2-TZVPD basis.

## Properties
frontier orbital gap	8.44	eV
total energy	-1336.7993	Ha
SMILES string	CCN(CC)CC.C1CCOC1.C1CCOC1.C1CCOC1.CO.CO.CO
LUMO energy	0.20	eV

Positions of all 79 atoms, in Å:
O1 -1.168 -1.466 1.449
H1 0.396 -4.287 4.420
H2 -1.112 -2.019 2.240
H3 0.912 -1.696 1.261
C1 4.795 -2.664 -0.097
C2 -0.007 -1.257 -2.655
C3 -0.211 -4.156 3.519
C4 -4.294 -0.546 0.454
C5 -2.779 1.474 -4.603
H4 0.347 -0.091 1.807
H5 4.572 -3.732 -0.135
H6 -0.584 4.536 -0.645
H7 -3.808 1.542 -4.237
H8 -2.378 -0.851 0.243
H9 0.365 -1.868 -4.687
C6 -0.412 -0.061 -6.077
H10 1.814 -1.130 4.673
O2 -1.129 -3.071 3.685
H11 -3.185 3.127 1.992
H12 3.547 -2.318 -1.864
H13 6.965 -0.668 -1.045
C7 -1.942 5.343 0.810
H14 0.087 -0.941 4.582
C8 -2.283 0.030 -4.480
H15 1.773 0.884 7.915
C9 -1.942 2.993 0.152
H16 -0.987 -0.771 -6.712
H17 0.121 1.282 7.347
C10 0.979 -0.554 5.075
H18 0.462 -3.895 2.707
H19 -2.476 -0.247 -3.442
H20 2.940 -1.516 -0.489
H21 -4.125 3.048 0.504
H22 4.571 0.008 -2.125
H23 0.151 1.420 4.706
O3 -3.087 -0.436 -0.264
H24 -1.913 6.245 0.199
H25 0.613 -0.428 -6.119
H26 -1.653 5.653 1.827
H27 -2.145 2.772 -0.891
H28 0.940 -0.730 -2.522
H29 6.331 -1.618 -2.442
N1 -0.859 -0.157 -4.693
C11 6.156 -1.298 -1.411
C12 0.116 -0.945 1.166
H30 -1.453 2.133 0.610
C13 -0.467 1.307 -6.750
H31 -2.168 2.120 -3.975
C14 1.070 0.799 7.090
C15 0.932 -0.660 6.605
O4 6.092 -2.509 -0.641
C16 -1.006 4.211 0.305
H32 0.110 -2.235 -2.173
H33 1.723 1.207 3.955
H34 0.174 -0.660 0.115
H35 0.080 -1.210 7.005
H36 1.805 -1.183 7.002
C17 3.887 -1.807 -0.954
H37 -0.210 2.118 -6.069
H38 -2.811 1.852 -5.619
H39 -1.449 1.513 -7.169
H40 0.231 1.300 -7.588
H41 -4.572 -1.593 0.616
O5 1.706 1.481 6.005
H42 -2.855 -0.639 -5.147
H43 -4.223 -0.038 1.425
H44 -5.084 -0.061 -0.118
C18 -0.447 -1.430 -4.108
C19 -3.189 3.405 0.932
O6 -3.259 4.831 0.802
H45 -0.722 -5.096 3.310
H46 4.847 0.016 -0.393
C20 4.783 -0.635 -1.274
H47 4.765 -2.348 0.955
C21 1.134 0.937 4.830
H48 -0.204 4.041 1.018
H49 -0.774 -0.720 -2.091
H50 -1.634 -3.241 4.485
H51 -1.286 -2.142 -4.096

Cartesian forces, eV/Å:
O 0.295 -0.002 -0.282
H -0.012 0.017 -0.044
H -0.306 0.014 0.177
H -0.145 -0.014 0.312
C -0.113 -0.368 0.040
C -0.056 -0.286 0.333
C 0.168 0.087 0.380
C 0.157 -0.002 0.236
C -0.249 -0.212 0.132
H 0.074 0.054 -0.072
H -0.182 0.050 0.042
H 0.203 -0.300 -0.007
H 0.077 -0.122 0.071
H -0.069 -0.129 0.296
H -0.024 -0.023 -0.061
C -0.371 -0.435 -0.431
H 0.103 0.135 0.016
O 0.211 -0.397 0.060
H 0.330 -0.058 -0.007
H 0.443 -0.148 0.003
H 0.113 -0.023 -0.081
C 0.416 -0.105 0.469
H -0.056 0.018 0.127
C -0.143 0.564 0.031
H -0.255 0.025 0.241
C 0.595 0.004 0.728
H 0.062 0.091 0.069
H -0.059 -0.062 -0.072
C -0.112 -0.398 -0.236
H -0.090 -0.048 -0.132
H -0.114 -0.263 -0.076
H 0.244 0.055 0.342
H 0.109 -0.245 -0.012
H -0.370 -0.230 -0.125
H -0.059 -0.236 -0.152
O -0.084 0.239 -0.578
H -0.081 -0.095 -0.145
H 0.071 0.127 0.167
H -0.109 -0.121 -0.046
H -0.173 -0.017 -0.011
H -0.047 0.133 -0.308
H 0.221 0.294 -0.038
N 0.481 0.188 -0.212
C -0.408 -0.582 -0.242
C 0.445 -0.198 -0.218
H -0.229 -0.231 -0.203
C -0.105 -0.095 -0.003
H 0.065 0.088 -0.118
C 0.461 -0.040 -0.327
C 0.407 0.008 0.588
O 0.305 0.311 0.139
C -0.621 0.774 -0.243
H -0.043 0.023 -0.064
H 0.263 -0.030 0.144
H -0.310 0.280 0.081
H -0.223 0.306 -0.101
H 0.005 -0.122 -0.294
C -1.143 0.007 -0.581
H 0.106 -0.041 0.029
H 0.205 0.046 -0.074
H -0.036 0.053 0.037
H 0.046 0.106 0.031
H -0.065 0.048 0.041
O 0.094 -0.187 0.072
H -0.095 -0.005 0.101
H -0.077 -0.088 0.005
H 0.038 -0.021 -0.077
C 0.075 0.137 0.743
C -0.474 0.557 -0.461
O -0.032 -0.146 -0.034
H -0.040 0.037 -0.159
H -0.219 0.027 -0.092
C 1.011 0.542 0.646
H 0.055 0.073 -0.057
C -0.559 0.591 -0.042
H 0.072 -0.088 -0.041
H -0.001 0.018 -0.039
H -0.151 0.168 -0.050
H 0.077 -0.080 -0.282